(1)
{
  "formula": "C17H48AsBeF6O15",
  "method": "the ωB97M-V functional and the def2-TZVPD basis",
  "symbols": ["Be", "As", "F", "F", "F", "F", "F", "F", "C", "O", "H", "H", "H", "H", "C", "O", "H", "H", "H", "H", "C", "O", "H", "H", "H", "H", "C", "O", "H", "H", "H", "H", "C", "O", "H", "H", "H", "H", "C", "O", "H", "H", "H", "H", "C", "O", "H", "H", "H", "H", "C", "O", "H", "H", "H", "H", "C", "O", "H", "H", "H", "H", "C", "C", "C", "O", "C", "O", "O", "H", "H", "H", "H", "H", "H", "C", "C", "C", "O", "C", "O", "O", "H", "H", "H", "H", "H", "H"],
  "coordinates": [[-28.0073, 1.6517, 7.3826], [-25.3823, 7.9669, 7.0279], [-27.0983, 8.4704, 7.2326], [-25.0655, 9.6943, 6.7130], [-23.6538, 7.5361, 6.8458], [-25.7223, 6.2272, 7.3178], [-25.6795, 7.6646, 5.2834], [-25.1181, 8.2843, 8.8133], [-28.6915, 4.6032, 11.9877], [-29.4803, 4.1893, 10.8873], [-28.5155, 5.6763, 11.9120], [-29.1288, 4.2666, 12.9277], [-27.6808, 4.1979, 11.9382], [-30.3865, 4.2571, 11.1968], [-20.1444, 11.3543, 10.8974], [-19.5203, 12.3594, 11.5673], [-20.0601, 11.3820, 9.8110], [-19.7299, 10.3677, 11.1043], [-21.2324, 11.3375, 10.9609], [-20.1153, 13.1126, 11.5513], [-23.6200, 0.0730, 4.5533], [-24.3977, 1.2951, 4.5589], [-22.5695, 0.2223, 4.3034], [-23.6382, -0.3191, 5.5701], [-24.0796, -0.6143, 3.8430], [-24.2618, 1.7612, 3.7307], [-21.6504, 4.3503, 11.5200], [-20.9181, 3.2828, 12.0945], [-22.5469, 4.0374, 10.9847], [-21.8313, 5.0315, 12.3515], [-21.0091, 4.9467, 10.8711], [-20.0472, 3.5781, 12.3700], [-26.7039, 16.6696, 6.3622], [-27.2955, 15.5107, 5.8650], [-26.6500, 16.6147, 7.4495], [-25.6743, 16.7827, 6.0226], [-27.1901, 17.5721, 5.9920], [-26.7863, 14.7261, 6.0814], [-28.5768, 10.3309, 1.0343], [-28.7441, 9.8493, -0.3063], [-28.9662, 9.7254, 1.8527], [-27.5365, 10.4195, 1.3473], [-29.0452, 11.3105, 1.1296], [-29.6597, 9.9788, -0.5643], [-25.3199, 9.0479, 15.5269], [-26.6918, 9.3215, 15.6987], [-24.9535, 8.7445, 16.5076], [-25.2503, 8.2568, 14.7804], [-24.9851, 10.0012, 15.1178], [-27.0236, 9.5451, 14.8260], [-30.3482, 10.3539, 11.7139], [-28.9057, 10.5750, 11.6999], [-30.7813, 10.3463, 10.7136], [-30.6197, 9.3793, 12.1195], [-30.7620, 11.1641, 12.3142], [-28.4912, 10.3258, 10.8706], [-29.8342, 4.3445, 2.7843], [-30.0032, 4.3424, 4.1525], [-30.7837, 4.0024, 2.3727], [-29.6267, 5.3387, 2.3885], [-28.9551, 3.7577, 2.5178], [-30.6984, 4.9751, 4.3474], [-18.2473, 4.7745, 4.3044], [-18.4798, 5.1635, 2.8449], [-18.8448, 6.5975, 2.6444], [-17.6510, 7.1823, 2.2657], [-16.7191, 6.2705, 1.9289], [-15.6359, 6.4761, 1.3839], [-17.2396, 5.0353, 2.2382], [-17.4731, 5.4420, 4.6829], [-17.9713, 3.7262, 4.4180], [-19.1215, 4.8403, 4.9521], [-19.1032, 4.4215, 2.3460], [-19.1463, 7.1295, 3.5467], [-19.5326, 6.7142, 1.8069], [-21.4725, 13.2059, 2.1211], [-22.4539, 12.6289, 1.0988], [-23.2916, 13.6438, 0.3353], [-23.0757, 13.3217, -1.0222], [-22.1158, 12.4186, -1.1725], [-21.6031, 12.0680, -2.2384], [-21.7592, 11.9531, 0.0191], [-20.9317, 14.0653, 1.7248], [-20.8434, 12.4116, 2.5228], [-22.0465, 13.6134, 2.9533], [-23.1320, 11.9525, 1.6191], [-22.9446, 14.6711, 0.4468], [-24.3404, 13.5945, 0.6278]],
  "de_lowest_kcal_mol": 218.85,
  "gap_ev": 1.02,
  "charge": 1,
  "e_tot_ev": -126644.351
}



(2)
{
  "formula": "C17H48N4O5",
  "method": "the ωB97M-V functional and the def2-TZVPD basis",
  "symbols": ["C", "O", "H", "H", "H", "H", "C", "C", "C", "O", "C", "N", "H", "H", "H", "H", "H", "H", "H", "H", "H", "H", "H", "C", "C", "C", "O", "C", "N", "H", "H", "H", "H", "H", "H", "H", "H", "H", "H", "H", "C", "C", "C", "O", "C", "N", "H", "H", "H", "H", "H", "H", "H", "H", "H", "H", "H", "C", "C", "C", "O", "C", "N", "H", "H", "H", "H", "H", "H", "H", "H", "H", "H", "H"],
  "coordinates": [[2.0003, 1.3524, -1.9476], [1.3004, 0.5692, -1.0082], [2.3411, 0.7659, -2.8021], [1.3577, 2.1468, -2.3476], [2.8793, 1.8394, -1.5153], [1.4441, 0.9443, -0.1094], [-5.9647, 2.5604, -0.9881], [-5.0640, 2.2067, 0.1986], [-3.6811, 2.8230, 0.1096], [-3.0106, 2.3501, -1.0276], [-1.6493, 2.7151, -1.0276], [-5.7086, 2.6060, 1.4567], [-6.1670, 3.6268, -1.1089], [-6.9118, 2.0205, -0.9415], [-5.5189, 2.2632, -1.9457], [-4.9433, 1.1231, 0.2565], [-3.1529, 2.5098, 1.0192], [-3.7430, 3.9184, 0.0924], [-1.5691, 3.7952, -0.8673], [-1.1716, 2.4655, -1.9724], [-1.1133, 2.1517, -0.2559], [-6.4406, 1.9453, 1.6733], [-6.1239, 3.5258, 1.3971], [-1.5742, -3.6737, -3.2191], [-0.3807, -2.8400, -2.8027], [0.4368, -2.4222, -4.0055], [0.9184, -3.5708, -4.6635], [1.9389, -3.3111, -5.5901], [-0.7902, -1.6761, -2.0265], [-1.2235, -4.6214, -3.6201], [-2.1468, -3.0966, -3.9526], [-2.2839, -3.8005, -2.3990], [0.3086, -3.4500, -2.1948], [1.2732, -1.7707, -3.7143], [-0.1759, -1.8111, -4.6865], [2.7714, -2.7446, -5.1601], [1.5088, -2.8385, -6.4841], [2.3313, -4.2755, -5.9217], [-1.1104, -1.9019, -1.0915], [-0.0145, -1.0296, -1.9138], [3.7950, 2.7017, 1.3679], [3.4599, 1.2420, 1.6134], [4.0999, 0.7053, 2.9075], [5.4827, 0.8215, 2.8493], [6.1788, 0.5811, 4.0488], [2.0037, 1.0880, 1.6943], [4.8762, 2.8407, 1.3154], [3.4406, 3.3199, 2.1994], [3.3540, 3.1015, 0.4554], [3.8023, 0.6343, 0.7711], [3.6842, -0.3087, 3.0021], [3.6907, 1.2764, 3.7558], [5.9791, 1.3884, 4.7638], [7.2455, 0.5170, 3.8583], [5.8293, -0.3582, 4.4934], [1.7554, 0.0946, 1.8072], [1.6612, 1.6810, 2.4414], [0.4112, -1.5750, 3.8747], [0.0971, -1.9098, 2.4136], [-1.0298, -1.0218, 1.8594], [-1.6800, -1.6994, 0.8219], [-2.8863, -1.0724, 0.4440], [1.3368, -1.8311, 1.5991], [-0.4116, -1.8674, 4.5301], [0.6387, -0.5100, 3.9453], [1.2547, -2.1614, 4.2447], [-0.2706, -2.9450, 2.4205], [-0.5829, -0.1003, 1.4577], [-1.6518, -0.7617, 2.7221], [-3.3164, -1.6078, -0.3979], [-2.6928, -0.0506, 0.0783], [-3.6003, -0.9321, 1.2631], [1.8878, -2.6533, 1.8307], [0.9806, -2.0177, 0.6557]],
  "de_lowest_kcal_mol": 2.24,
  "smiles": "COC[C@H](C)N.COC[C@H](C)N.COC[C@H](C)N.COC[C@H](C)N.CO",
  "gap_ev": 9.22,
  "e_tot_ev": -34603.242
}



(3)
{
  "formula": "C17H48O11",
  "method": "the ωB97M-V functional and the def2-TZVPD basis",
  "symbols": ["C", "C", "O", "O", "H", "H", "H", "H", "H", "H", "C", "C", "O", "O", "H", "H", "H", "H", "H", "H", "C", "C", "O", "O", "H", "H", "H", "H", "H", "H", "C", "C", "O", "O", "H", "H", "H", "H", "H", "H", "C", "C", "C", "O", "H", "H", "H", "H", "H", "H", "H", "H", "C", "C", "C", "O", "H", "H", "H", "H", "H", "H", "H", "H", "C", "C", "C", "O", "H", "H", "H", "H", "H", "H", "H", "H"],
  "coordinates": [[22.5220, 34.9400, 15.6950], [22.0170, 33.6930, 14.9210], [21.0300, 32.8090, 15.6220], [23.2730, 35.7900, 15.0240], [23.0880, 34.4550, 16.3530], [21.6780, 35.1720, 16.4040], [22.7120, 33.1190, 14.3860], [21.4140, 34.0320, 14.0930], [21.5020, 32.5180, 16.3750], [23.8420, 36.1280, 15.4510], [21.8140, 31.7920, 18.4390], [22.1270, 31.1180, 19.7990], [21.1900, 31.4820, 20.8110], [22.8940, 31.5990, 17.4700], [21.5100, 32.8720, 18.7530], [20.8830, 31.6330, 17.9620], [23.1790, 31.3580, 20.1110], [22.2370, 29.9770, 19.6700], [21.4950, 32.3940, 20.8830], [23.7550, 32.0530, 17.7560], [25.6080, 33.9570, 17.5190], [27.1670, 34.2190, 17.5320], [27.4270, 35.5230, 17.0900], [25.4330, 32.6480, 17.8970], [25.2950, 34.1440, 16.5570], [24.9820, 34.6570, 17.9340], [27.7080, 33.5450, 17.1050], [27.5360, 34.2470, 18.5040], [28.4300, 35.6990, 17.0430], [25.9560, 31.9300, 17.3490], [25.0070, 30.8100, 13.3650], [24.9430, 30.5380, 14.8360], [26.0740, 31.0980, 15.5500], [24.4330, 29.5940, 12.7100], [26.0490, 31.0230, 12.8660], [24.3570, 31.6120, 13.0920], [25.0230, 29.4040, 14.9680], [23.9800, 30.9400, 15.1840], [26.7000, 30.8290, 15.0140], [24.7710, 29.7420, 11.7810], [22.9210, 33.6580, 22.7880], [22.5070, 34.8260, 21.8710], [23.7260, 35.5090, 21.2050], [21.7770, 34.2940, 20.8230], [23.6760, 33.2000, 22.2720], [22.0660, 33.0440, 22.8720], [23.2530, 33.8300, 23.8520], [21.8290, 35.4540, 22.3640], [24.7340, 34.9700, 20.9040], [24.2620, 36.2220, 21.7680], [23.3500, 35.9830, 20.2300], [21.4460, 35.0260, 20.1720], [18.0900, 33.6690, 20.2750], [17.6210, 35.1410, 20.4100], [17.8730, 35.9050, 21.6370], [18.1650, 35.8050, 19.2740], [19.3190, 33.5670, 20.3840], [17.6010, 33.3900, 19.3130], [17.6190, 33.0870, 21.1780], [16.7180, 35.0020, 20.2220], [17.3450, 35.4180, 22.3750], [17.6840, 37.1010, 21.3300], [18.8690, 35.7870, 22.0150], [17.2400, 36.0630, 18.7770], [19.2670, 30.9000, 25.6990], [19.4980, 31.3610, 24.2470], [19.4970, 32.9200, 24.2680], [20.7280, 30.8170, 23.7930], [18.2760, 31.0770, 26.0860], [19.8960, 31.2690, 26.3880], [19.2420, 29.9110, 25.7080], [18.7940, 30.7980, 23.5500], [19.6610, 33.3630, 23.3270], [20.3120, 33.3870, 24.7610], [18.6540, 33.5890, 24.6270], [20.8430, 31.2590, 22.9460]],
  "de_lowest_kcal_mol": 231.97,
  "smiles": "CC(C)O.CC(C)O.CC(C)O.OCCO.OCCO.OCCO.OCCO",
  "gap_ev": 10.14,
  "e_tot_ev": -40918.161
}